(1)
# C67H96AsBCsN6OPS4Sb

A structure of composition C67H96AsBCsN6OPS4Sb (the ωB97M-V functional and the def2-TZVPD basis, the OMol25 dataset).

Cartesian coordinates (Å):
Cs 0.3087 1.6623 0.0332
C -4.0465 -2.6002 0.2034
C -3.6312 -2.6356 -1.2307
C -4.2571 -3.3421 -2.2191
C -3.7866 -3.3309 -3.5583
N -2.7061 -2.6692 -3.9042
N -2.1176 -1.9977 -2.9389
B -0.8149 -1.1103 -2.8742
N 0.4285 -2.0194 -2.8907
N 0.1116 -3.3287 -2.9281
C 1.0600 -4.2087 -2.9391
C 2.4271 -3.8098 -2.9155
C 2.7558 -2.4986 -2.8450
C 4.1691 -2.0228 -2.7949
C 1.6839 -1.5308 -2.7909
S 1.9803 0.1154 -2.6046
C 0.6626 -5.6727 -3.0004
C 1.2562 -6.4036 -1.7894
C -0.8573 -5.8230 -2.9886
C 1.2182 -6.2743 -4.2981
N -0.8290 -0.0634 -3.9916
N -0.6064 -0.8024 -5.1026
C -0.6955 -0.2511 -6.2681
C -1.0580 1.1172 -6.3883
C -1.2732 1.8689 -5.2844
C -1.6502 3.3103 -5.3740
C -1.1234 1.2537 -3.9864
S -1.2422 2.1737 -2.5757
C -0.3959 -1.1128 -7.4800
C -0.0978 -2.5494 -7.0564
C 0.8234 -0.5262 -8.2020
C -1.6091 -1.1009 -8.4173
C -2.5129 -1.9183 -1.6836
S -1.3828 -0.8077 -0.9870
C -4.5356 -4.0819 -4.6447
C -4.7189 -5.5455 -4.2214
C -3.7699 -4.0323 -5.9646
C -5.9047 -3.4106 -4.8242
H -5.0552 -2.9878 0.3310
H -3.3667 -3.2052 0.8070
H -4.0052 -1.5802 0.5885
H -5.1410 -3.9203 -1.9823
H 3.2061 -4.5598 -2.9582
H 4.8597 -2.8593 -2.8857
H 4.3555 -1.3042 -3.5938
H 4.3605 -1.4914 -1.8604
H 0.8940 -5.9670 -0.8573
H 0.9618 -7.4534 -1.8090
H 2.3458 -6.3665 -1.7836
H -1.2909 -5.4092 -2.0771
H -1.3103 -5.3060 -3.8348
H -1.1126 -6.8820 -3.0459
H 2.3077 -6.2411 -4.3274
H 0.9161 -7.3187 -4.3822
H 0.8381 -5.7372 -5.1678
H -1.1611 1.5610 -7.3698
H -1.7304 3.6190 -6.4147
H -2.6007 3.4834 -4.8687
H -0.9121 3.9300 -4.8648
H 0.7684 -2.5963 -6.3957
H -0.9427 -2.9852 -6.5229
H 0.1088 -3.1484 -7.9441
H 1.6906 -0.5010 -7.5405
H 1.0719 -1.1399 -9.0682
H 0.6358 0.4889 -8.5552
H -2.4927 -1.4991 -7.9166
H -1.8432 -0.0979 -8.7749
H -1.4052 -1.7218 -9.2903
H -3.7625 -6.0052 -3.9681
H -5.3855 -5.6466 -3.3648
H -5.1578 -6.1109 -5.0436
H -2.7896 -4.5009 -5.8737
H -4.3392 -4.5645 -6.7270
H -3.6165 -3.0065 -6.2957
H -6.5074 -3.4760 -3.9168
H -5.7890 -2.3569 -5.0797
H -6.4559 -3.9035 -5.6257
C -1.1601 6.5327 0.9822
C -2.3682 5.8246 1.5970
C -3.0165 6.7476 2.6232
C -3.3727 5.5348 0.4810
Sb -1.6317 3.8710 2.2993
C -0.0694 4.3595 3.7771
C -0.3519 5.5525 4.6812
C 0.1968 3.1246 4.6372
C 1.1954 4.6275 2.9512
C -3.3180 2.9303 3.3580
C -4.1279 3.8422 4.2715
C -2.7960 1.7381 4.1602
C -4.2175 2.3763 2.2477
H -1.5009 7.4201 0.4393
H -0.6235 5.9007 0.2692
H -0.4556 6.8714 1.7413
H -3.2378 7.7065 2.1421
H -2.3738 6.9532 3.4760
H -3.9584 6.3528 2.9980
H -3.6723 6.4775 0.0116
H -4.2794 5.0624 0.8590
H -2.9493 4.8971 -0.2997
H -1.2924 5.4503 5.2242
H -0.3768 6.4893 4.1253
H 0.4498 5.6399 5.4231
H -0.5645 2.9841 5.4026
H 1.1518 3.2459 5.1587
H 0.2594 2.2047 4.0459
H 1.0798 5.4505 2.2479
H 1.5022 3.7379 2.3919
H 2.0207 4.8800 3.6261
H -3.5034 4.3774 4.9882
H -4.8451 3.2424 4.8426
H -4.7014 4.5753 3.7061
H -2.3082 2.0423 5.0838
H -2.0947 1.1205 3.5914
H -3.6430 1.1006 4.4360
H -4.6357 3.1617 1.6182
H -5.0564 1.8347 2.6995
H -3.6802 1.6780 1.5995
C 3.7028 1.7114 3.3521
C 4.8058 0.9194 4.0333
As 5.4974 1.8556 5.6292
C 6.3163 0.3113 6.5034
C 6.4574 0.3282 7.8893
C 7.0619 -0.7289 8.5498
C 7.5431 -1.8150 7.8310
C 7.4187 -1.8346 6.4515
C 6.8086 -0.7759 5.7901
C 3.8332 1.8713 6.6576
C 3.0953 0.7144 6.9018
C 1.9169 0.7733 7.6292
C 1.4707 1.9885 8.1365
C 2.2040 3.1414 7.9108
C 3.3786 3.0819 7.1681
P 2.8871 0.9298 1.8855
C 2.4142 -0.7343 2.4601
C 2.3767 -1.8096 1.5718
C 1.8707 -3.0373 1.9725
C 1.3864 -3.2064 3.2616
C 1.3967 -2.1360 4.1451
C 1.8982 -0.9067 3.7450
C 4.3181 0.6169 0.7899
C 4.5135 1.5013 -0.2670
C 5.6089 1.3775 -1.1100
C 6.5208 0.3547 -0.9075
C 6.3339 -0.5430 0.1372
C 5.2416 -0.4130 0.9791
H 4.0888 2.6618 2.9671
H 2.9094 1.9760 4.0579
H 5.6527 0.7964 3.3549
H 4.4603 -0.0742 4.3268
H 6.0823 1.1695 8.4619
H 7.1599 -0.7050 9.6270
H 8.0155 -2.6405 8.3459
H 7.7970 -2.6753 5.8848
H 6.7259 -0.8097 4.7108
H 3.4552 -0.2425 6.5393
H 1.3540 -0.1317 7.8203
H 0.5585 2.0305 8.7169
H 1.8669 4.0877 8.3137
H 3.9509 3.9863 6.9936
H 2.7443 -1.6867 0.5587
H 1.8580 -3.8645 1.2742
H 1.0014 -4.1670 3.5766
H 1.0148 -2.2576 5.1503
H 1.8950 -0.0811 4.4478
H 3.7993 2.2995 -0.4402
H 5.7404 2.0710 -1.9293
H 7.3746 0.2515 -1.5635
H 7.0445 -1.3430 0.2979
H 5.1040 -1.1199 1.7883
C -6.5755 0.5076 -1.4917
S -4.7999 0.7336 -1.6781
C -4.8554 2.5115 -1.9059
O -4.4388 0.1248 -2.9948
H -7.1048 1.0769 -2.2537
H -6.8779 0.8183 -0.4929
H -6.7708 -0.5549 -1.6228
H -5.3516 2.9610 -1.0472
H -5.4067 2.7091 -2.8244
H -3.8328 2.8723 -1.9949

Calculated values
Net charge: +1
HOMO level, eV: -9.70
Max |F|, eV Å⁻¹: 0.85

Löwdin population analysis, charges in e, atoms 1 to 6: 0.563, -0.016, -0.219, 0.081, -0.191, 0.228

(2)
# C68H124N4O28

A cluster of 12 separate species, C68H124N4O28 in total in a non-equilibrium geometry (the ωB97M-V functional and the def2-TZVPD basis, the OMol25 dataset).

Cartesian coordinates (Å):
C 29.9835 -28.6389 -6.7231
C 31.5059 -28.2417 -6.3300
C 32.1618 -27.7990 -7.6177
C 31.4650 -27.0351 -5.3287
C 30.9897 -27.4748 -3.9116
C 31.8321 -28.6620 -3.3702
C 32.0361 -29.8702 -4.3545
C 33.2764 -30.5651 -3.8174
C 30.7875 -30.8290 -4.2240
N 32.2756 -29.3660 -5.7462
O 32.3663 -30.4539 -6.6710
H 29.9723 -29.6024 -7.2326
H 29.3119 -28.9639 -5.9284
H 29.5603 -27.8243 -7.3108
H 31.8452 -28.3324 -8.5140
H 31.8209 -26.7898 -7.8488
H 33.2386 -27.6340 -7.5808
H 32.4900 -26.7272 -5.1220
H 31.0338 -26.1113 -5.7144
H 30.9118 -26.6627 -3.1887
H 29.9959 -27.9215 -3.9410
H 31.4092 -29.1159 -2.4740
H 32.8139 -28.2391 -3.1572
H 33.0068 -30.9766 -2.8447
H 34.1723 -29.9444 -3.8325
H 33.4815 -31.4362 -4.4397
H 30.8560 -31.5413 -5.0463
H 29.8162 -30.3363 -4.2688
H 30.8139 -31.3950 -3.2929
H 33.1836 -30.3300 -7.1590
C 22.8915 -15.1638 1.3939
C 22.4411 -15.9573 2.6621
C 21.9243 -15.0206 3.7269
C 21.2902 -16.8677 2.1749
C 20.9127 -17.9253 3.1719
C 22.0895 -18.8950 3.5106
C 23.3695 -18.0065 3.9264
C 23.2758 -17.6197 5.4393
C 24.5556 -19.0077 3.8375
N 23.6170 -16.8648 3.0660
O 24.6629 -16.0834 3.4890
H 22.0737 -14.7324 0.8167
H 23.4592 -14.2510 1.5741
H 23.5704 -15.8149 0.8432
H 21.5346 -15.4546 4.6477
H 22.6245 -14.2682 4.0899
H 21.1309 -14.4484 3.2461
H 20.3709 -16.3054 2.0111
H 21.6988 -17.3855 1.3071
H 20.6788 -17.3627 4.0757
H 20.0054 -18.4725 2.9160
H 22.2846 -19.5480 2.6599
H 21.6599 -19.4535 4.3423
H 24.2172 -17.1544 5.7316
H 23.1830 -18.5155 6.0534
H 22.4040 -17.0230 5.7076
H 25.5162 -18.4959 3.8950
H 24.5528 -19.5224 2.8767
H 24.4865 -19.6342 4.7268
H 25.3664 -16.5101 2.9944
C 30.8277 -19.0968 -0.7319
C 31.6974 -18.0346 0.0265
C 32.5936 -18.7856 1.0724
C 32.5989 -17.2684 -1.0332
C 31.7451 -16.3236 -1.9121
C 31.1799 -15.2933 -1.0182
C 30.2599 -15.8464 0.1221
C 30.0422 -14.7822 1.3063
C 28.8697 -16.0989 -0.4834
N 30.9617 -16.9857 0.7357
O 30.1334 -17.6431 1.7201
H 31.5001 -19.8864 -1.0674
H 30.1633 -19.4756 0.0448
H 30.2362 -18.7270 -1.5694
H 32.9324 -18.0049 1.7535
H 32.0554 -19.5242 1.6664
H 33.4617 -19.2448 0.5994
H 33.3472 -16.7642 -0.4217
H 33.0210 -17.9747 -1.7480
H 32.3740 -15.7184 -2.5651
H 30.9933 -16.8311 -2.5166
H 30.5940 -14.7321 -1.7461
H 32.0188 -14.6520 -0.7481
H 29.2594 -15.0222 2.0258
H 29.9720 -13.8150 0.8085
H 30.9510 -14.6268 1.8877
H 29.0116 -16.6954 -1.3846
H 28.2330 -15.2767 -0.8099
H 28.2928 -16.6878 0.2297
H 30.6051 -17.2767 2.4717
C 25.1294 -31.0748 -5.4155
C 23.9137 -30.9445 -4.5029
C 22.6017 -31.2282 -5.3285
C 24.0557 -32.1654 -3.4677
C 23.0923 -32.0460 -2.3370
C 23.0682 -30.6199 -1.6400
C 23.0654 -29.4621 -2.5974
C 21.6693 -29.3440 -3.1550
C 23.3843 -28.1461 -1.9016
N 24.0285 -29.6569 -3.7357
O 24.0523 -28.5619 -4.5640
H 25.1769 -31.9814 -6.0188
H 25.1031 -30.1888 -6.0498
H 26.0710 -30.9736 -4.8758
H 21.7047 -31.5995 -4.8329
H 22.4383 -30.2603 -5.8023
H 22.8628 -31.8970 -6.1487
H 23.8546 -33.0489 -4.0735
H 25.0465 -32.2416 -3.0199
H 22.0471 -32.1584 -2.6250
H 23.2766 -32.7450 -1.5212
H 23.8988 -30.5834 -0.9351
H 22.1283 -30.4918 -1.1031
H 21.6595 -28.9567 -4.1739
H 21.0704 -28.5655 -2.6826
H 21.0411 -30.2216 -3.3077
H 22.7068 -28.0425 -1.0541
H 23.1440 -27.3484 -2.6044
H 24.4421 -28.0468 -1.6581
H 24.9802 -28.3178 -4.5961
C 31.2994 -20.9254 -6.1927
C 32.7729 -21.0113 -6.3091
C 33.2597 -21.8193 -7.5478
O 34.4905 -21.2831 -7.8335
C 34.6681 -20.1041 -7.2915
O 35.6490 -19.3611 -7.2866
O 33.5068 -19.8249 -6.5844
H 30.8202 -21.8984 -6.0849
H 30.9767 -20.3201 -7.0398
H 31.0204 -20.1992 -5.4293
H 33.1805 -21.5123 -5.4310
H 32.6108 -21.7207 -8.4181
H 33.5227 -22.8543 -7.3294
C 30.6012 -13.2500 -6.7195
C 29.5488 -14.3424 -7.0961
C 29.8960 -15.8557 -7.0372
O 28.7353 -16.3338 -6.5009
C 28.0598 -15.3830 -5.7616
O 27.0550 -15.6301 -5.1084
O 28.6017 -14.1893 -6.0460
H 31.4235 -13.0773 -7.4139
H 30.9354 -13.5651 -5.7310
H 30.1706 -12.2545 -6.6116
H 29.1543 -14.1057 -8.0842
H 30.7679 -16.0766 -6.4215
H 30.0897 -16.3265 -8.0010
C 21.7687 -28.3532 3.5352
C 21.7989 -27.0486 4.2970
C 22.8474 -27.0774 5.3154
O 23.6899 -25.9301 5.1007
C 23.3459 -25.4010 3.9242
O 23.9222 -24.4524 3.3235
O 22.2381 -26.0503 3.5198
H 21.8229 -29.1417 4.2858
H 22.6222 -28.4075 2.8595
H 20.8644 -28.3880 2.9277
H 20.8144 -26.7281 4.6380
H 23.4048 -28.0134 5.3507
H 22.4704 -26.9688 6.3324
C 24.9367 -19.9922 -2.5480
C 25.7309 -21.2191 -1.8316
C 24.8343 -22.4403 -1.6820
O 25.3564 -23.3602 -2.6883
C 26.4958 -22.9299 -3.1259
O 27.3679 -23.5078 -3.7849
O 26.6703 -21.6379 -2.7839
H 25.5639 -19.1075 -2.4386
H 24.0724 -19.6760 -1.9639
H 24.6693 -20.1085 -3.5983
H 26.2059 -20.9473 -0.8889
H 23.8120 -22.0948 -1.8355
H 24.8502 -22.7369 -0.6333
C 16.8102 -16.5149 -3.3552
C 18.0827 -17.1302 -4.1026
C 19.3292 -16.9239 -3.3079
O 19.8643 -18.2685 -3.1956
C 19.0283 -19.1422 -3.7270
O 19.3103 -20.3482 -3.7422
O 17.9236 -18.5866 -4.1851
H 16.7125 -17.0584 -2.4154
H 15.8305 -16.7285 -3.7826
H 16.9354 -15.4601 -3.1105
H 18.2910 -16.5940 -5.0285
H 19.0530 -16.5621 -2.3176
H 19.9490 -16.2090 -3.8491
C 25.7403 -25.6072 -10.2632
C 26.5086 -24.3307 -10.6093
C 26.9489 -23.4882 -9.3969
O 28.3594 -23.4858 -9.5435
C 28.7296 -24.2327 -10.6837
O 29.9437 -24.3941 -10.9409
O 27.6722 -24.7428 -11.2640
H 25.4482 -26.2728 -11.0754
H 24.7685 -25.2884 -9.8865
H 26.1569 -26.2381 -9.4780
H 25.9974 -23.6458 -11.2858
H 26.7418 -23.8840 -8.4027
H 26.4467 -22.5241 -9.4783
C 22.8182 -22.7476 -6.8584
C 21.7829 -22.7139 -7.9180
C 20.8951 -21.4831 -7.9564
O 20.9956 -20.9796 -9.2531
C 21.9534 -21.6325 -9.9133
O 22.2401 -21.4087 -11.0221
O 22.5042 -22.5231 -9.0484
H 23.5716 -23.5348 -6.8322
H 22.3525 -22.8763 -5.8813
H 23.2604 -21.7513 -6.8588
H 21.1879 -23.6245 -7.9892
H 21.1874 -20.7556 -7.1993
H 19.8732 -21.7614 -7.6988
C 28.6007 -24.8348 2.1110
C 29.4415 -23.7514 2.8081
C 28.9809 -23.2821 4.2413
O 30.1394 -23.4459 5.0064
C 31.0614 -24.2319 4.3004
O 32.1321 -24.6694 4.7351
O 30.6676 -24.4157 3.0985
H 28.1936 -25.4510 2.9127
H 29.0838 -25.4548 1.3557
H 27.6891 -24.4141 1.6866
H 29.6083 -22.9433 2.0959
H 28.1459 -23.8100 4.7018
H 28.6325 -22.2525 4.1599

Calculated values
HOMO level, eV: -8.16
Max |F|, eV Å⁻¹: 5.78
Structure (SMILES): CC1(C)CCCC(C)(C)N1O.CC1(C)CCCC(C)(C)N1O.CC1(C)CCCC(C)(C)N1O.CC1(C)CCCC(C)(C)N1O.C[C@H]1COC(=O)O1.C[C@H]1COC(=O)O1.C[C@H]1COC(=O)O1.C[C@H]1COC(=O)O1.C[C@H]1COC(=O)O1.C[C@H]1COC(=O)O1.C[C@H]1COC(=O)O1.C[C@H]1COC(=O)O1

Löwdin population analysis, charges in e, atoms 1 to 6: -0.017, -0.466, -0.060, -0.119, -0.169, -0.136